Below is C3H2Cl3NO2 as an isolated structure in a non-equilibrium geometry, with properties calculated with wB97M-V/def2-TZVPD.

Total energy (a.u.): -1701.14404

XYZ file:
```
11
C3H2Cl3NO2, DFT wB97M-V/def2-TZVPD
C 0.736 0.297 -0.574
C 0.569 0.457 -1.869
C -0.447 -0.808 0.442
N -0.691 -0.082 1.733
O -1.745 0.556 1.777
O 0.006 -0.283 2.727
Cl 1.704 1.097 0.537
Cl 1.565 1.544 -2.743
Cl -0.552 -0.380 -2.763
H 0.229 -1.588 0.902
H -1.374 -0.812 -0.168
```